Run A
C4H13NOS2 | wB97M-V/def2-TZVPD

The geometry in ORCA input format:
```
! wB97M-V def2-TZVPD RIJCOSX def2/J DEFGRID3
* xyz 0 1
C -1.4083 -0.8165 -3.3039
N -1.9042 -0.3589 -2.0126
C -0.9310 -0.7127 -0.9482
C -1.8095 -0.8238 0.2866
C 0.1922 0.2675 -0.8688
S 1.8248 -0.2528 -0.0981
S 1.6401 0.2842 1.9341
H -2.1051 -1.0351 -4.1451
H -0.9533 -1.8184 -3.1083
H -0.6184 -0.1639 -3.7039
H -2.7580 -0.7575 -1.8423
H -0.5067 -1.7218 -1.0740
H -2.2621 0.1760 0.5578
H -1.1914 -1.1223 1.1996
H -2.5562 -1.5390 0.0789
H 0.4852 0.6840 -1.9271
H -0.0114 1.2455 -0.4251
H 1.2557 -0.9264 2.4804
O -0.7371 2.1053 2.6686
H -1.2270 1.9845 1.8630
H -0.0246 2.6738 2.4159
*
```

As for the SMILES: CN[C@H](C)CSS.O. As for the orbital gap: 9.8 eV.

=====

Run B
C4H13NOS2 | wB97M-V/def2-TZVPD

The geometry in ORCA input format:
```
! wB97M-V def2-TZVPD RIJCOSX def2/J DEFGRID3
* xyz 0 1
C 0.0585 -1.9308 -1.3583
N -0.3617 -0.5231 -1.3627
C -0.7842 -0.0887 0.0276
C -2.2757 -0.0700 -0.0372
C -0.2709 1.2909 0.5094
S -0.4181 1.1924 2.3329
S 1.1533 0.7908 3.4720
H 1.1775 -1.9696 -1.3200
H 0.1192 -2.3016 -2.3709
H -0.5745 -2.4948 -0.6226
H -1.2544 -0.2599 -1.8191
H -0.3786 -0.9116 0.7537
H -2.5614 0.5791 -0.8299
H -2.7236 0.4286 0.8228
H -2.8671 -0.9478 -0.1433
H 0.5922 1.7981 0.0700
H -0.9640 2.0924 0.0185
H 2.0547 1.8024 3.3246
O 3.4103 0.5597 -0.1508
H 4.1542 0.8157 -0.5737
H 2.7142 0.1478 -0.7430
*
```

As for the SMILES: CN[C@H](C)CSS.O. As for the orbital gap: 9.0 eV.

=====

If you had to bet on the most stable structure above, which would it be? Bet on run A.